[1]
C64H196N16O26 | wB97M-V/def2-TZVPD

Geometry as ORCA input:
```
! wB97M-V def2-TZVPD RIJCOSX def2/J DEFGRID3
* xyz 0 1
C 25.972 -24.209 33.828
C 26.637 -25.459 33.198
C 27.826 -25.162 32.250
O 28.828 -24.619 33.066
C 30.057 -24.520 32.328
N 27.196 -26.245 34.243
H 25.298 -24.510 34.630
H 25.402 -23.675 33.068
H 26.663 -23.521 34.314
H 25.783 -26.001 32.791
H 27.573 -24.455 31.460
H 28.191 -26.067 31.764
H 30.380 -25.520 32.042
H 30.802 -24.104 33.007
H 30.004 -23.891 31.439
H 27.517 -27.040 33.708
H 28.047 -25.738 34.440
C 21.367 -27.313 40.238
C 21.938 -28.678 39.966
C 20.825 -29.741 40.240
O 20.508 -29.795 41.599
C 19.526 -30.798 42.040
N 22.212 -28.549 38.608
H 22.077 -26.487 40.210
H 21.048 -27.326 41.280
H 20.426 -27.171 39.707
H 22.854 -28.905 40.511
H 21.103 -30.707 39.818
H 19.884 -29.506 39.742
H 20.051 -31.750 41.966
H 18.568 -30.795 41.520
H 19.333 -30.586 43.091
H 22.824 -27.770 38.410
H 21.349 -28.319 38.137
C 32.215 -20.191 38.540
C 33.163 -19.316 39.362
C 34.148 -18.466 38.570
O 34.856 -19.132 37.618
C 35.248 -18.442 36.448
N 32.438 -18.518 40.292
H 31.541 -19.568 37.951
H 31.552 -20.791 39.162
H 32.721 -20.737 37.744
H 33.781 -19.881 40.059
H 34.888 -18.061 39.261
H 33.519 -17.649 38.218
H 34.508 -18.470 35.648
H 36.154 -18.887 36.036
H 35.339 -17.383 36.689
H 31.884 -17.967 39.652
H 32.957 -17.794 40.769
C 28.811 -24.339 36.596
C 27.755 -24.598 37.645
C 26.672 -23.509 37.772
O 27.298 -22.286 38.376
C 27.710 -22.409 39.771
N 27.055 -25.758 37.220
H 29.498 -23.600 37.009
H 28.407 -24.053 35.625
H 29.450 -25.217 36.503
H 28.236 -24.763 38.609
H 25.884 -23.893 38.419
H 26.288 -23.214 36.795
H 26.868 -22.788 40.351
H 28.146 -21.513 40.214
H 28.515 -23.131 39.903
H 27.636 -26.570 37.371
H 26.897 -25.774 36.223
C 23.696 -21.619 46.389
C 23.307 -22.686 45.366
C 24.526 -23.100 44.460
O 23.889 -23.900 43.511
C 24.723 -24.100 42.412
N 22.890 -23.876 46.094
H 24.174 -22.002 47.290
H 22.741 -21.256 46.769
H 24.277 -20.800 45.964
H 22.543 -22.323 44.678
H 25.231 -23.794 44.917
H 25.140 -22.327 43.999
H 24.253 -24.791 41.713
H 25.623 -24.654 42.678
H 25.028 -23.353 41.680
H 23.754 -24.397 46.143
H 22.402 -24.446 45.418
C 29.235 -26.414 42.883
C 29.141 -26.261 41.354
C 30.185 -25.412 40.651
O 30.025 -24.102 41.206
C 31.084 -23.190 40.973
N 29.272 -27.608 40.865
H 30.191 -26.702 43.322
H 28.494 -27.089 43.310
H 29.103 -25.472 43.416
H 28.160 -25.910 41.034
H 30.031 -25.322 39.576
H 31.206 -25.776 40.764
H 32.065 -23.524 41.312
H 30.859 -22.154 41.226
H 31.229 -22.977 39.914
H 30.110 -28.031 41.238
H 28.483 -28.184 41.121
C 23.808 -21.028 39.991
C 23.934 -19.613 40.642
C 25.118 -18.773 40.099
O 25.281 -17.707 41.023
C 26.111 -16.621 40.596
N 22.668 -18.911 40.546
H 24.595 -21.762 40.166
H 23.516 -20.971 38.942
H 22.914 -21.511 40.386
H 24.210 -19.805 41.679
H 24.858 -18.363 39.123
H 26.091 -19.260 40.037
H 27.017 -16.766 40.008
H 26.324 -15.931 41.412
H 25.433 -15.991 40.020
H 22.400 -18.760 39.584
H 22.815 -17.940 40.780
C 30.096 -27.884 34.634
C 31.401 -28.301 34.002
C 32.578 -27.440 34.474
O 32.692 -26.400 33.527
C 34.078 -25.900 33.562
N 31.586 -29.683 34.394
H 29.811 -26.872 34.347
H 30.040 -27.884 35.722
H 29.266 -28.564 34.442
H 31.418 -28.275 32.912
H 33.481 -28.047 34.416
H 32.509 -27.218 35.539
H 34.382 -25.651 34.579
H 34.078 -24.896 33.138
H 34.823 -26.532 33.080
H 32.466 -29.974 33.993
H 30.842 -30.123 33.872
C 28.584 -18.439 41.921
C 27.662 -18.755 43.115
C 27.355 -20.294 43.265
O 28.552 -21.079 43.156
C 28.307 -22.431 43.304
N 28.275 -18.370 44.386
H 29.595 -18.796 42.118
H 28.698 -17.360 41.819
H 28.309 -18.978 41.015
H 26.710 -18.233 43.204
H 26.826 -20.540 42.345
H 26.833 -20.657 44.150
H 29.315 -22.839 43.380
H 27.822 -22.937 42.469
H 27.730 -22.798 44.153
H 28.597 -17.421 44.266
H 29.110 -18.928 44.491
C 21.662 -23.638 39.050
C 21.318 -24.321 37.698
C 19.987 -23.784 37.040
O 19.797 -24.285 35.772
C 18.601 -23.803 35.221
N 22.489 -23.976 36.882
H 21.659 -22.561 38.882
H 22.648 -23.817 39.478
H 20.993 -24.050 39.806
H 21.305 -25.394 37.888
H 20.157 -22.714 36.923
H 19.070 -23.987 37.594
H 18.659 -23.932 34.140
H 18.339 -22.797 35.547
H 17.675 -24.275 35.549
H 23.129 -24.718 37.124
H 22.374 -24.064 35.882
C 24.918 -18.905 35.755
C 25.859 -20.093 36.022
C 27.299 -19.592 36.443
O 27.145 -18.600 37.402
C 28.424 -18.164 37.847
N 25.274 -20.798 37.188
H 23.990 -19.227 35.281
H 25.260 -18.182 35.015
H 24.630 -18.355 36.651
H 26.044 -20.785 35.200
H 27.826 -19.080 35.638
H 27.910 -20.441 36.751
H 28.453 -17.872 38.896
H 28.662 -17.208 37.380
H 29.230 -18.894 37.765
H 25.917 -21.492 37.542
H 25.414 -20.176 37.972
C 31.480 -24.203 44.660
C 31.989 -23.005 45.468
C 32.198 -23.280 46.954
O 31.023 -23.691 47.629
C 31.315 -24.048 48.907
N 33.261 -22.470 44.868
H 31.080 -23.869 43.702
H 30.689 -24.679 45.239
H 32.218 -24.982 44.470
H 31.247 -22.220 45.325
H 32.625 -22.402 47.439
H 32.984 -24.023 47.092
H 31.766 -25.035 49.008
H 30.383 -24.138 49.465
H 31.950 -23.355 49.460
H 33.018 -22.231 43.917
H 33.462 -21.544 45.216
C 21.102 -27.636 30.836
C 20.906 -26.123 31.005
C 21.535 -25.500 32.256
O 21.293 -24.093 32.190
C 21.982 -23.215 33.187
N 21.353 -25.476 29.827
H 20.930 -27.965 29.811
H 20.488 -28.273 31.473
H 22.129 -27.890 31.096
H 19.825 -26.002 31.083
H 22.611 -25.656 32.321
H 21.057 -25.837 33.176
H 23.022 -23.526 33.274
H 21.514 -23.412 34.152
H 21.874 -22.204 32.792
H 22.222 -25.926 29.580
H 21.581 -24.530 30.098
C 30.372 -21.358 35.404
C 31.876 -21.484 34.771
C 32.381 -22.902 34.922
O 32.370 -23.112 36.372
C 32.601 -24.443 36.864
N 31.801 -21.097 33.391
H 29.683 -22.038 34.905
H 29.982 -20.349 35.268
H 30.382 -21.711 36.435
H 32.533 -20.746 35.231
H 33.375 -23.103 34.521
H 31.709 -23.685 34.572
H 31.848 -25.062 36.375
H 32.344 -24.741 37.880
H 33.671 -24.591 36.720
H 30.830 -21.194 33.130
H 31.990 -20.115 33.251
C 25.265 -28.940 45.649
C 24.247 -28.062 44.916
C 24.317 -28.315 43.390
O 25.438 -27.726 42.781
C 25.382 -27.655 41.367
N 22.937 -28.515 45.395
H 25.162 -30.009 45.462
H 25.174 -28.816 46.728
H 26.196 -28.441 45.377
H 24.400 -26.995 45.083
H 23.432 -27.825 42.985
H 24.086 -29.309 43.007
H 25.310 -28.679 41.000
H 26.275 -27.195 40.944
H 24.564 -27.059 40.962
H 22.987 -29.523 45.424
H 22.991 -28.311 46.383
C 30.982 -18.959 29.962
C 30.701 -20.439 29.979
C 29.337 -20.786 30.557
O 29.355 -20.866 31.976
C 28.063 -21.216 32.449
N 30.687 -20.877 28.597
H 32.015 -18.762 29.677
H 30.900 -18.524 30.958
H 30.189 -18.448 29.416
H 31.441 -20.921 30.619
H 29.005 -21.725 30.115
H 28.664 -19.984 30.254
H 27.350 -20.450 32.145
H 28.023 -21.324 33.532
H 27.635 -22.142 32.065
H 30.450 -21.846 28.435
H 31.562 -20.629 28.158
O 27.575 -29.479 36.682
H 28.275 -29.077 37.196
H 27.088 -30.009 37.313
O 27.829 -29.091 32.517
H 28.513 -29.521 32.005
H 27.697 -29.664 33.272
O 26.776 -30.755 34.418
H 25.905 -31.026 34.707
H 27.186 -30.389 35.202
O 31.373 -30.005 37.180
H 32.175 -30.526 37.155
H 31.210 -29.770 36.266
O 24.029 -28.485 32.650
H 23.655 -29.364 32.586
H 24.243 -28.383 33.578
O 25.030 -27.910 35.166
H 25.451 -28.498 35.794
H 25.739 -27.351 34.848
O 22.608 -21.135 36.342
H 22.234 -21.999 36.512
H 23.539 -21.234 36.537
O 30.792 -19.849 44.098
H 30.091 -20.340 43.669
H 31.593 -20.155 43.672
O 24.151 -26.437 37.725
H 23.968 -26.776 36.848
H 25.037 -26.081 37.664
O 29.342 -28.038 38.017
H 29.414 -27.957 38.968
H 30.159 -28.459 37.750
*
```

Summary:
Total energy, Ha: -5387.8593
LUMO level, eV: 0.04
Orbital gap, eV: 8.3353

[2]
C19H21N5O3S | wB97M-V/def2-TZVPD

Geometry as ORCA input:
```
! wB97M-V def2-TZVPD RIJCOSX def2/J DEFGRID3
* xyz 0 1
C 5.353 2.133 -0.106
O 5.354 0.808 -0.581
C 4.229 0.061 -0.434
C 3.050 0.501 0.160
C 1.959 -0.345 0.242
C 2.023 -1.635 -0.269
C 0.868 -2.513 -0.196
N 0.866 -3.755 0.238
N -0.360 -4.254 0.176
C -1.149 -3.326 -0.317
C -2.521 -3.307 -0.637
C -3.008 -2.188 -1.232
C -2.127 -1.092 -1.490
S -2.833 0.265 -2.336
C -1.420 1.370 -2.655
C -1.250 2.333 -1.483
O -1.625 3.484 -1.522
N -0.652 1.753 -0.430
C -0.575 2.360 0.873
C -1.426 1.569 1.872
C -2.940 1.601 1.571
C -3.387 0.139 1.723
C -2.136 -0.546 2.290
O -1.043 0.202 1.809
N -0.867 -1.071 -1.152
N -0.399 -2.180 -0.575
C 3.215 -2.088 -0.835
C 4.301 -1.248 -0.919
H 6.343 2.527 -0.333
H 4.597 2.742 -0.613
H 5.189 2.173 0.975
H 2.972 1.497 0.569
H 1.065 -0.021 0.751
H -3.124 -4.173 -0.422
H -4.039 -2.094 -1.532
H -1.680 1.923 -3.556
H -0.541 0.748 -2.811
H -0.453 0.758 -0.472
H 0.466 2.367 1.212
H -0.940 3.386 0.795
H -1.236 1.950 2.888
H -3.454 2.259 2.269
H -3.121 1.967 0.562
H -3.649 -0.288 0.755
H -4.238 0.027 2.390
H -2.150 -0.521 3.389
H -2.010 -1.579 1.963
H 3.272 -3.100 -1.205
H 5.229 -1.579 -1.358
*
```

Summary:
Total energy, Ha: -1634.2926
SMILES string: COc1ccc(-c2nnc3ccc(SCC(=O)NC[C@H]4CCCO4)nn23)cc1
LUMO level, eV: -0.32
Energy relative to the best compared isomer or geometry (same formula, charge and spin), kJ/mol: 313.3
Orbital gap, eV: 8.0433

[3]
C24H64O24S8 | wB97M-V/def2-TZVPD

Geometry as ORCA input:
```
! wB97M-V def2-TZVPD RIJCOSX def2/J DEFGRID3
* xyz 0 1
C 7.796 3.099 2.023
C 6.285 2.920 1.901
O 5.794 2.909 3.213
S 5.395 1.377 3.823
C 4.035 1.910 4.969
O 4.755 0.657 2.732
O 6.547 0.801 4.502
H 8.331 2.194 2.310
H 7.979 3.820 2.819
H 8.162 3.486 1.071
H 5.918 3.785 1.350
H 5.999 2.053 1.305
H 3.250 2.131 4.245
H 4.453 2.722 5.564
H 3.814 1.090 5.652
C -0.239 -3.142 0.069
C 0.191 -1.704 0.367
O -0.356 -0.841 -0.714
S -0.140 0.874 -0.533
C 1.579 0.924 -1.166
O -0.993 1.606 -1.465
O -0.089 1.309 0.860
H 0.233 -3.792 0.806
H -0.107 -3.546 -0.935
H -1.303 -3.289 0.258
H -0.032 -1.424 1.396
H 1.281 -1.663 0.368
H 2.071 0.286 -0.432
H 1.954 1.946 -1.211
H 1.616 0.440 -2.142
C -2.612 -2.381 5.869
C -1.674 -1.279 6.507
O -2.500 -0.766 7.555
S -1.861 0.413 8.664
C -0.936 -0.777 9.733
O -0.862 1.191 7.946
O -2.886 1.072 9.425
H -3.450 -1.855 5.413
H -3.019 -3.082 6.598
H -1.990 -2.944 5.173
H -0.739 -1.767 6.783
H -1.449 -0.553 5.725
H -1.588 -1.630 9.922
H -0.513 -0.327 10.630
H -0.132 -1.177 9.115
C -2.013 -9.309 -2.011
C -1.208 -9.336 -3.297
O -0.059 -10.161 -3.017
S 0.216 -11.477 -3.954
C 0.755 -10.517 -5.407
O 1.329 -12.159 -3.268
O -1.045 -12.135 -4.256
H -1.449 -9.425 -1.085
H -2.726 -10.129 -1.930
H -2.488 -8.340 -1.853
H -1.842 -9.706 -4.103
H -0.904 -8.336 -3.606
H -0.153 -10.000 -5.716
H 1.001 -11.191 -6.228
H 1.633 -9.899 -5.220
C 6.312 7.373 -3.225
C 5.423 6.215 -3.516
O 6.162 5.070 -3.667
S 5.665 3.949 -4.692
C 6.495 4.673 -6.140
O 6.346 2.753 -4.218
O 4.192 3.993 -4.733
H 7.028 7.192 -2.423
H 5.857 8.361 -3.160
H 7.029 7.505 -4.036
H 4.768 6.120 -2.650
H 4.835 6.565 -4.365
H 7.200 3.879 -6.386
H 6.960 5.655 -6.058
H 5.767 4.682 -6.952
C -0.763 -0.469 -7.093
C -0.324 -1.707 -6.363
O -0.451 -2.719 -7.215
S 0.383 -4.142 -7.020
C 1.693 -3.736 -8.166
O 0.937 -4.301 -5.666
O -0.406 -5.160 -7.684
H -1.721 -0.663 -7.575
H -0.081 -0.203 -7.899
H -0.833 0.414 -6.457
H 0.623 -1.471 -5.877
H -0.957 -1.944 -5.508
H 2.158 -2.788 -7.897
H 1.320 -3.635 -9.185
H 2.404 -4.560 -8.228
C -3.397 9.442 7.519
C -2.278 8.365 7.676
O -1.221 8.562 6.737
S -1.197 7.783 5.225
C -0.852 6.046 5.826
O -2.488 7.956 4.554
O 0.014 8.137 4.499
H -4.171 9.462 8.286
H -3.957 9.464 6.584
H -3.026 10.464 7.589
H -1.955 8.585 8.694
H -2.648 7.340 7.690
H -0.086 6.112 6.598
H -0.370 5.511 5.007
H -1.751 5.522 6.150
C -10.505 -2.158 -2.287
C -9.345 -1.333 -1.661
O -8.212 -2.184 -1.874
S -6.745 -1.753 -1.164
C -6.233 -0.285 -2.140
O -6.954 -1.417 0.221
O -5.786 -2.817 -1.569
H -11.477 -1.678 -2.176
H -10.624 -3.175 -1.913
H -10.422 -2.243 -3.370
H -9.188 -0.452 -2.284
H -9.679 -1.114 -0.647
H -6.738 -0.341 -3.105
H -5.154 -0.163 -2.238
H -6.591 0.510 -1.487
*
```

Summary:
Total energy, Ha: -5943.7830
SMILES string: CCOS(C)(=O)=O.CCOS(C)(=O)=O.CCOS(C)(=O)=O.CCOS(C)(=O)=O.CCOS(C)(=O)=O.CCOS(C)(=O)=O.CCOS(C)(=O)=O.CCOS(C)(=O)=O
LUMO level, eV: 0.09
Energy relative to the best compared isomer or geometry (same formula, charge and spin), kJ/mol: 596.3
Orbital gap, eV: 10.9003

[4]
C2H2O4 | wB97M-V/def2-TZVPD

Geometry as ORCA input:
```
! wB97M-V def2-TZVPD RIJCOSX def2/J DEFGRID3
* xyz 0 1
O 1.343 -0.787 -1.185
C 0.836 0.049 -0.310
O 1.313 0.846 0.700
C -0.697 -0.127 0.206
O -1.191 -0.127 1.324
O -1.579 -0.402 -0.964
H 2.391 1.084 0.501
H -2.415 -0.536 -0.273
*
```

Summary:
Total energy, Ha: -378.3091
SMILES string: O=C(O)C(=O)O
LUMO level, eV: -0.46
Energy relative to the best compared isomer or geometry (same formula, charge and spin), kJ/mol: 276.1
Orbital gap, eV: 10.4867